No. 1
86
Properties=species:S:1:pos:R:3:mulliken_charge:R:1 method="wB97M-V/def2-TZVPD" smiles="C=CCC1=CC(=O)C([C@@H](Cl)[C@H](C)Cl)=CC1=O.CN(C)P(=O)(N(C)C)N(C)C.CN(C)P(=O)(N(C)C)N(C)C" molar_mass_g_mol=617.54 gap_ha=0.211
H -1.546 5.663 -0.618 0.295
H 4.459 7.890 0.335 0.376
P 0.979 8.142 -1.025 0.695
H 2.809 5.850 -2.212 0.293
C 0.982 8.245 -3.696 -1.041
H 0.921 5.922 4.141 0.262
C -1.175 4.850 3.385 -0.388
H 2.481 9.350 1.436 0.309
H 2.926 6.487 -3.823 0.336
H -2.922 -6.180 -1.074 0.368
C 0.034 0.999 1.973 -0.610
Cl -2.769 -1.737 0.120 -0.166
H 1.614 3.270 4.916 0.204
O -0.326 -6.432 -1.374 -0.722
C 0.886 5.383 -0.379 -1.063
C -1.078 6.456 -1.218 -1.192
H 2.153 -7.008 -1.348 0.311
H 0.856 0.244 2.355 0.298
N 0.705 -8.563 -1.146 0.208
N -1.442 -9.567 -1.336 -0.034
C -1.320 -1.160 1.146 0.081
H -2.130 -9.257 -3.311 0.348
H -1.114 -10.329 0.642 0.311
C -1.208 0.468 1.306 0.209
H 0.074 7.678 -3.908 0.326
N 1.721 7.663 -2.571 0.013
C 2.734 9.593 0.395 -1.033
H 2.622 -8.554 -2.086 0.387
H 0.427 5.162 0.592 0.148
C -1.800 -10.404 -0.200 -1.018
P -0.845 -7.891 -1.356 0.686
C 3.553 7.426 -0.075 -0.951
H 0.700 4.531 -1.041 0.401
N -1.809 -7.641 -0.008 0.439
C -2.424 2.969 1.738 -0.636
C 0.205 2.625 2.107 0.443
H 2.342 -9.367 -0.060 0.373
C 0.066 -1.792 0.539 0.081
N 0.355 6.588 -0.961 0.439
H -3.412 -9.375 -2.099 0.325
H -1.616 7.379 -0.983 0.356
C -3.022 -6.852 -0.217 -1.314
H 0.925 -3.174 -1.058 0.345
H 3.755 9.974 0.367 0.375
O -3.106 1.494 -0.256 -0.554
C -2.309 1.579 0.815 0.203
H -2.046 4.799 4.166 0.433
H -1.486 -1.639 2.227 0.385
H -2.361 -8.236 1.915 0.391
H -1.786 -11.458 -0.494 0.338
H 3.174 6.761 0.708 0.299
C 1.286 -9.099 0.070 -0.966
H -3.272 -6.219 0.646 0.422
H -0.657 -8.401 1.609 0.351
O 1.425 3.135 1.924 -0.539
N 2.570 8.413 -0.480 0.210
H 0.691 9.277 -3.468 0.349
H 1.962 5.406 -0.225 0.276
H -0.839 -3.702 -0.568 0.336
H 0.821 -10.036 0.365 0.240
H -1.247 6.225 -2.275 0.309
O 0.335 8.559 0.320 -0.797
H -0.502 -2.143 -1.732 0.336
H -1.326 -6.798 1.865 0.285
C 2.237 6.366 -2.981 -1.003
C 0.227 4.975 4.287 -0.221
H -2.807 -10.185 0.179 0.311
C -1.169 3.496 2.409 0.513
H -1.279 5.838 2.757 0.265
H 0.123 3.641 6.251 0.251
C -1.516 -7.771 1.396 -1.149
H 2.085 10.411 0.072 0.319
H 1.425 -7.546 -2.872 0.315
H 1.597 8.282 -4.602 0.333
C 1.783 -7.885 -1.896 -1.050
H -2.546 -10.831 -2.644 0.337
H 3.922 6.849 -0.919 0.231
H 1.257 -8.380 0.895 0.295
Cl 0.988 -2.802 1.837 -0.217
H -3.871 -7.518 -0.407 0.279
H 1.442 5.683 -3.308 0.308
C 0.667 3.916 5.242 -0.594
H 0.854 -0.975 0.180 0.356
C -2.439 -9.770 -2.393 -1.058
H -3.468 3.527 1.857 0.310
C -0.165 -2.770 -0.786 -1.310

***

No. 2
77
Properties=species:S:1:pos:R:3:mulliken_spin:R:1 method="wB97M-V/def2-TZVPD" relative_energy_kcal_mol=0.0 molar_mass_g_mol=517.37 spin_multiplicity=2 gap_ha="0.230 / 0.249" total_charge=-1
C -2.253 -3.181 1.844 0.003
C -1.007 -3.490 1.012 -0.011
H -2.928 3.295 -2.867 0.000
C 1.901 -0.532 1.263 -0.046
C -0.998 3.358 -1.909 0.011
H 3.287 1.552 -0.397 0.002
H -1.498 0.390 -0.516 -0.064
H -4.206 -1.276 -1.604 0.001
C -2.808 -3.976 -1.769 -0.001
H 2.145 1.758 0.923 -0.012
H -2.805 -4.612 -0.867 0.000
C -2.456 -2.521 -1.438 0.003
H -2.665 4.062 0.678 0.000
H -1.382 5.256 -2.812 0.000
H 1.802 -1.689 -1.988 -0.003
C 0.379 3.385 2.195 0.010
H 2.931 -0.475 4.525 -0.001
H -1.942 5.171 -1.131 0.000
C 1.848 -0.398 2.659 0.035
H -2.176 -1.983 -2.368 0.000
H -0.333 4.709 0.633 -0.001
C 1.684 2.917 -0.937 -0.014
H -4.328 -2.451 -0.281 0.000
H 1.751 2.356 -1.887 0.004
H -2.284 2.442 1.354 0.000
H 3.176 4.394 -1.295 0.000
C -2.002 3.505 1.350 0.001
H 0.102 -3.875 2.824 0.001
H -2.355 -2.099 2.000 -0.001
H -3.169 -3.579 1.409 0.000
H -0.051 -3.039 -2.638 0.000
H 1.416 3.680 2.009 0.000
C 3.003 -0.577 3.433 -0.005
H -1.044 -4.528 0.639 0.000
H -0.339 3.098 -2.757 0.001
C 2.628 2.284 0.090 0.035
C 3.138 -0.782 0.647 0.024
H -2.946 2.589 -1.234 0.000
C 4.207 -0.890 2.805 0.008
H 1.156 -3.649 1.395 -0.001
C 2.087 4.373 -1.189 0.001
C -2.357 2.687 -2.155 -0.003
C 0.237 -3.315 1.887 0.012
H -3.825 -3.999 -2.184 0.000
H 2.052 -2.568 -0.471 -0.001
H 2.462 -3.347 -1.993 0.002
H 1.664 4.785 -2.107 0.000
H -0.528 -5.293 -1.417 0.000
Cl 0.281 0.103 -2.304 0.003
H 5.105 -0.998 3.404 0.001
H 5.245 -1.197 0.910 -0.001
C 0.435 -4.781 -1.439 -0.001
H 0.015 3.966 3.051 0.000
H -2.122 -4.387 -2.519 0.000
H -2.171 3.884 2.366 0.000
H 0.374 -2.264 2.172 0.001
Cl -1.402 0.103 1.947 0.008
H -2.134 -3.632 2.834 0.000
C -1.133 4.879 -1.813 0.000
H 0.997 -5.029 -0.531 0.000
C 4.289 -0.997 1.417 -0.011
H -3.306 -0.985 -0.100 -0.002
C 0.338 -3.268 -1.631 -0.011
H 3.258 3.067 0.539 0.001
Ti -0.039 -0.033 0.048 0.964
P -0.856 -2.408 -0.485 0.022
H 0.992 -5.193 -2.286 0.000
H 0.937 -0.175 3.217 -0.001
H -0.205 5.368 -1.500 0.000
P -0.084 2.601 -0.467 0.007
C -3.638 -1.766 -0.798 0.002
H 0.346 2.327 2.490 0.000
C 1.741 -2.674 -1.515 0.030
C -0.516 3.678 0.986 -0.006
H -2.229 1.687 -2.582 0.002
H 3.275 -0.815 -0.441 0.001
H 1.836 5.017 -0.336 0.000

***

No. 3
106
Properties=species:S:1:pos:R:3:mulliken_charge:R:1 method="wB97M-V/def2-TZVPD" relative_energy_kcal_mol=258.1 molar_mass_g_mol=928.44 gap_ha=0.210
C 5.048 13.377 -11.270 -1.148
H 5.332 8.992 -2.865 0.292
H 2.407 18.582 -12.668 0.301
H 9.760 16.080 6.031 0.274
H 10.498 22.207 -16.267 0.298
O 10.644 25.622 -4.761 -0.214
H 3.303 14.594 2.440 0.383
F 14.566 12.500 0.653 -0.318
F 16.007 14.444 0.714 -0.327
F 15.924 11.465 2.004 -0.400
C 3.702 16.692 -11.311 0.768
C 3.457 6.978 -2.041 0.734
P 8.947 16.393 -4.432 1.135
F 8.858 17.586 -5.571 -0.363
H 9.888 19.999 -15.725 0.223
C 2.713 4.827 -1.044 -0.212
H 10.569 26.414 -8.538 0.312
H 4.445 3.534 -0.688 0.305
O 4.131 7.277 -3.052 -0.294
H 9.191 20.382 -14.128 0.324
C 11.360 20.470 -12.982 0.808
C 1.471 20.171 -4.953 -0.184
H 4.076 13.724 3.687 0.301
H 1.720 19.427 -5.710 0.269
C 0.201 19.637 -4.264 -1.200
H 5.098 13.071 -12.315 0.310
H 9.470 17.506 5.032 0.310
F 9.535 15.321 -5.496 -0.338
C 4.475 8.595 -3.409 -0.649
C 5.242 14.874 -11.267 -0.247
Li 12.188 16.401 -0.252 1.004
H 2.127 5.534 -0.455 0.285
P 15.914 13.009 1.345 1.106
C 5.277 15.362 3.002 -0.175
H 4.743 5.080 -0.120 0.304
F 7.399 15.869 -4.706 -0.362
O 12.654 20.344 -12.727 -0.303
C 7.329 15.962 4.211 0.713
C 9.949 22.126 -15.329 -1.027
C 9.625 25.083 -4.030 -0.168
H 4.823 8.543 -4.441 0.245
H 4.145 12.986 -10.800 0.296
H 9.410 24.023 -4.159 0.291
H 5.785 14.613 2.393 0.285
H 3.617 9.267 -3.384 0.305
H 11.077 25.026 -2.356 0.324
H 2.222 20.241 -4.166 0.315
F 8.354 17.301 -3.237 -0.341
C 9.939 20.669 -14.867 -0.255
O 3.211 5.617 -2.133 -0.315
O 11.550 26.112 -6.735 -0.281
H -0.611 19.350 -4.931 0.305
H 12.393 20.729 -10.617 0.316
O 11.172 20.499 -14.276 -0.283
C 1.975 22.277 -5.846 0.701
H 0.449 18.844 -3.559 0.386
H 5.974 12.916 -10.927 0.388
O 5.992 15.609 4.264 -0.256
O 1.401 23.538 -5.883 -0.320
H 6.080 15.282 -11.833 0.319
H 2.027 4.035 -1.344 0.308
O 4.416 17.592 -10.756 -0.638
H 3.573 3.981 0.752 0.330
C 9.025 16.843 5.774 -0.639
H 0.850 18.156 -12.135 0.239
F 10.380 16.795 -3.977 -0.329
O 3.131 22.080 -5.993 -0.553
H 13.495 19.441 -11.189 0.255
O 2.408 16.876 -11.667 -0.302
C 13.125 20.450 -11.373 -0.639
O 3.311 7.757 -1.086 -0.597
H 13.961 21.144 -11.281 0.247
H 11.859 25.234 -8.628 0.296
H 1.986 18.727 -10.894 0.261
H 12.291 26.826 -8.276 0.266
H 2.700 24.831 -4.985 0.296
Li 6.859 21.216 -8.948 1.003
C 10.038 25.313 -2.518 -1.230
H 8.943 22.324 -15.698 0.355
C 3.914 14.742 3.330 -1.199
H 2.809 24.769 -6.818 0.262
H 5.396 15.222 -10.246 0.313
O 3.997 15.499 -11.643 -0.223
H 8.700 25.609 -4.268 0.297
C 3.926 4.363 -0.206 -1.042
F 9.257 15.156 -3.329 -0.405
F 16.882 12.418 0.185 -0.343
H 10.206 22.919 -14.625 0.302
H 5.227 16.311 2.468 0.298
O 10.456 20.550 -12.175 -0.622
C 10.500 25.563 -6.115 0.720
O 7.989 16.120 3.208 -0.573
H 1.513 25.580 -5.965 0.234
F 17.174 13.179 2.385 -0.351
C 1.891 18.147 -11.812 -0.637
H 9.350 24.774 -1.867 0.347
H 10.180 26.291 -2.059 0.346
C 11.503 26.101 -8.072 -0.695
H -0.066 20.417 -3.551 0.339
H 3.279 15.336 3.987 0.320
O 1.079 21.439 -5.444 -0.216
O 9.543 24.963 -6.702 -0.611
O 7.757 16.162 5.452 -0.302
C 2.175 24.715 -5.933 -0.634
F 15.057 13.660 2.590 -0.369
H 8.802 17.524 6.595 0.259

***

No. 4
86
Properties=species:S:1:pos:R:3:mulliken_charge:R:1 method="wB97M-V/def2-TZVPD" molar_mass_g_mol=584.61 gap_ha=0.235 total_charge=+1
C 0.816 4.274 -2.717 -1.138
H 0.252 2.552 -1.402 0.432
H 1.007 4.276 -3.803 0.372
H 2.662 1.506 -1.947 0.393
O -4.781 -2.206 -2.897 -0.372
H -2.876 0.307 -5.267 0.316
O 2.905 -5.340 4.388 -0.349
H -4.131 4.107 -0.240 0.241
C 2.159 2.995 2.568 -0.733
H 0.131 -5.739 6.309 0.380
C -1.648 -1.976 -1.213 -0.594
H 1.798 -6.945 4.970 0.339
C 0.898 2.803 -2.253 -0.451
C 2.370 2.545 -1.733 -1.166
H 1.825 5.073 2.196 0.395
C 4.121 -1.927 1.487 -0.926
C 2.015 4.104 1.729 -0.723
O -3.831 -0.074 -3.457 -0.317
H -1.292 7.998 -1.732 0.326
H 3.773 -1.167 0.786 0.164
H -4.028 -3.274 -5.369 0.361
H 2.850 -3.526 0.835 0.383
H 4.442 -1.432 2.404 0.260
C 4.715 -3.066 6.276 -0.307
H -2.202 7.024 -2.877 0.340
H 2.615 -6.121 6.284 0.236
C 0.780 -5.184 5.631 -1.167
H -5.057 0.818 -6.467 0.421
H 3.289 -4.194 7.446 0.196
H -4.065 -4.516 -4.114 0.361
P 3.033 -3.688 4.310 1.162
H -6.145 -2.284 -4.456 0.230
N -2.273 6.405 -0.820 -0.345
O -1.906 -1.537 -3.860 -0.759
O 4.521 -3.676 5.004 -0.336
H 2.704 0.605 0.168 0.062
N -3.757 4.526 -1.082 -0.328
C -0.557 4.946 -2.521 0.153
O -2.946 -1.632 -1.693 -0.366
H -6.239 -3.576 -3.276 0.341
O -0.323 6.291 -2.220 -0.386
C 2.330 2.711 -0.198 0.819
H 2.063 3.128 3.646 0.407
H 4.137 -2.142 6.359 0.256
C 2.506 1.586 0.595 -0.421
H 3.098 3.219 -2.202 0.439
H -0.805 -0.085 -1.844 0.127
H -5.928 0.351 -4.991 0.257
H 0.998 -4.214 6.095 0.348
H 2.566 0.886 2.655 0.540
H 1.966 4.881 -0.240 0.373
O 2.656 -2.243 4.312 -0.728
H -3.781 1.636 -4.546 0.254
O 3.462 -3.879 2.743 -0.407
C 4.368 -4.016 7.407 -0.972
H 0.238 -4.993 4.703 0.356
H -1.566 6.380 -0.076 0.376
H 0.187 -0.973 -0.671 0.295
C -0.836 -0.724 -0.960 -0.626
H -1.127 4.880 -3.468 0.372
H 5.770 -2.797 6.336 0.364
H 0.730 2.070 -3.054 0.403
H -4.976 -0.842 -5.874 0.209
P -3.283 -1.624 -3.293 1.093
C -2.488 5.018 -1.128 0.081
H 2.097 -2.481 2.027 0.331
C 2.422 1.758 2.011 -0.270
C -3.794 0.559 -4.731 -0.233
H -1.290 -0.132 -0.161 0.315
N -1.437 4.310 -1.458 0.088
H 5.007 -2.412 1.074 0.351
H -1.783 -2.520 -0.277 0.384
C 2.093 3.976 0.354 -0.303
H 4.672 -3.602 8.369 0.418
C 3.039 -2.956 1.748 -0.417
H -4.412 4.626 -1.845 0.227
H -5.322 -4.478 -5.365 0.381
H 4.859 -4.980 7.266 0.250
H -1.137 -2.649 -1.901 0.345
C -5.012 0.206 -5.565 -1.045
C -5.542 -2.965 -3.849 -0.193
H 1.575 4.933 -2.286 0.514
H -1.762 3.377 -1.729 0.269
C -1.540 6.961 -1.998 -0.344
C -4.692 -3.862 -4.723 -1.185
C 2.053 -5.958 5.361 -0.197

***

No. 5
104
Properties=species:S:1:pos:R:3:mulliken_charge:R:1 method="wB97M-V/def2-TZVPD" relative_energy_kcal_mol=0.0 molar_mass_g_mol=910.90 gap_ha=0.315 total_charge=-1
C 4.408 -2.593 -0.986 0.725
H 1.661 -3.583 4.395 0.326
H -0.434 -5.948 -5.574 0.314
H 0.664 -2.203 -3.027 0.199
O 5.493 -2.297 -1.580 -0.618
H -0.113 -6.316 -7.097 0.493
O 2.850 0.794 5.778 -0.511
H 1.517 0.252 2.203 -0.170
O -3.230 -2.945 4.645 -0.587
O 2.164 -1.735 -6.160 -0.674
H 2.374 -4.775 0.069 0.169
H -2.810 0.099 2.116 0.061
O -4.925 0.574 1.465 -0.347
H 2.034 2.125 2.008 0.682
O -2.423 -1.116 5.935 -0.611
C 2.846 -2.638 0.648 0.780
C -4.331 0.767 3.697 0.011
H 1.543 -2.227 3.413 -0.074
H 3.153 -2.999 1.565 0.293
H 1.662 -1.012 -3.158 0.361
S -0.534 4.576 -0.669 1.521
H 3.408 1.265 0.578 0.009
H -3.144 -0.679 -0.819 0.004
H 0.839 -4.136 -7.712 0.230
C -2.656 -0.072 -3.033 0.330
H 1.615 -3.434 -0.971 0.219
C 3.224 2.607 -0.974 -0.097
H -3.816 -3.393 7.378 0.364
O -3.438 -2.034 -2.015 -0.435
H 4.068 0.755 -1.066 0.947
C -3.743 0.669 2.243 -0.002
H -4.117 1.738 4.192 0.231
O 0.073 3.536 -1.389 -0.570
C 2.393 -3.648 -0.321 -0.142
O 2.801 1.181 3.487 -0.449
S -2.452 -2.515 5.659 1.375
H 6.204 6.264 -1.763 0.348
H -4.205 -0.092 4.230 0.232
H -4.599 2.273 -1.555 0.279
H -0.309 1.255 3.160 0.085
C 1.026 -1.609 -3.844 -0.713
H 0.577 2.637 3.562 0.983
C 3.374 1.185 -0.587 -0.850
H -2.078 -2.983 8.005 0.280
C 0.752 -4.566 -6.644 -0.408
H 1.542 -1.842 5.065 0.308
H 2.100 -1.885 0.833 -0.664
C -2.750 -3.399 7.128 -1.026
C -4.101 3.293 -1.524 -1.268
O 3.986 5.697 -0.215 -0.639
C -6.013 0.430 2.066 0.665
H -3.112 0.757 -3.487 0.307
H -2.246 2.452 -1.098 -0.381
H -4.563 -0.499 -1.996 0.240
O 3.498 -3.686 -1.211 -0.343
C -0.420 -5.518 -6.582 -1.225
O 2.669 -3.590 -4.570 -0.632
H 6.460 4.991 -0.517 0.325
H -3.881 3.359 -2.645 0.314
O 3.566 4.967 -2.397 -0.666
O -0.807 -2.994 5.421 -0.419
O -1.159 0.650 0.235 -0.032
C 1.743 1.337 2.586 0.173
O 0.974 1.216 4.800 -0.426
O 0.574 -3.502 -5.717 -0.183
H -2.790 3.136 0.278 0.336
H -0.425 -3.239 3.436 0.248
S 1.798 -2.596 -5.083 1.223
H 2.992 2.847 -1.942 0.786
C -3.432 -0.615 -1.866 -0.005
H -0.742 6.939 -1.203 0.329
O -7.129 0.303 1.619 -0.651
O -0.522 -1.145 1.239 -0.606
H 0.338 6.117 -2.338 0.382
C -2.754 3.241 -0.749 0.679
H 2.441 0.332 -0.816 -0.222
C 0.571 1.705 3.531 -0.942
O -2.767 -3.389 -3.744 -0.418
C -0.017 6.116 -1.293 -1.269
O -2.449 -1.155 -3.797 -0.418
O 3.996 -2.109 0.190 -0.408
H -1.542 -5.046 -6.642 0.222
C -0.291 -2.510 4.180 0.177
O 0.193 -0.756 -0.773 -0.372
H 2.258 2.952 -0.404 -0.252
H 1.469 -5.110 -6.463 0.487
N -0.522 -0.405 0.184 0.121
O -5.800 0.546 3.345 -0.431
H 0.921 6.373 -0.975 0.442
C 6.062 5.205 -1.500 -1.031
O -2.199 4.520 -0.999 -0.439
C -2.896 -2.369 -3.282 0.496
H -1.593 0.465 -2.739 -0.121
H -3.410 1.538 2.017 0.213
H -4.880 3.979 -1.136 0.349
H 0.335 -1.123 -4.467 0.306
C 1.159 -2.542 4.277 -0.953
C 2.284 1.056 4.808 0.515
O 4.316 3.303 -0.644 -0.416
S 4.385 4.861 -1.248 1.365
H -2.446 -4.482 7.109 0.325
H -0.385 -1.538 3.832 0.282
O -0.372 4.674 0.780 -0.687
H 6.467 4.644 -2.336 0.338

***

no.,electronic energy (eV)
1,-86399.297
2,-92407.987
3,-114124.536
4,-67135.452
5,-125765.987